The following is a DFT calculation (ωB97M-V/def2-TZVPD) of a molecular structure, C29H24AsF5IrN2O2S at a distorted geometry.

For the gap between HOMO and LUMO (alpha / beta), the calculation gives 0.2176 / 0.2174 Eh. For the relative energy (zero: lowest compared OMol25 entry of this formula, charge and spin), the calculation gives 8.3 kcal/mol. The value obtained for the HOMO energy (alpha / beta) is -3.555 / -3.551 eV. The charge is -1.

Element x y z (Å)
Ir  1.4307  -1.6683  -0.6998
F  8.5486  -1.6035  -0.6585
C  7.2646  -1.8020  -0.3200
C  6.4843  -0.7444  0.1165
F  7.0285  0.4771  0.2142
C  5.1658  -0.9574  0.4772
F  4.5027  0.0881  0.9625
C  4.5638  -2.2169  0.3992
S  2.8936  -2.5210  0.8838
C  5.3878  -3.2577  -0.0305
F  4.9157  -4.5076  -0.1304
C  6.7114  -3.0687  -0.3855
F  7.4628  -4.1022  -0.7995
C  -1.6695  -2.5654  0.5893
C  -0.9422  -3.5140  -0.3576
C  -1.8812  -3.9910  -1.4680
C  -0.3760  -4.7087  0.4138
N  0.1729  -2.8124  -0.9811
H  -2.4530  -3.1086  1.1238
H  -2.1382  -1.7523  0.0298
H  -0.9754  -2.1197  1.3002
H  -2.7072  -4.5707  -1.0501
H  -1.3394  -4.6136  -2.1808
H  -2.2932  -3.1371  -2.0083
H  -1.1815  -5.2653  0.8997
H  0.3299  -4.3683  1.1720
H  0.1612  -5.3793  -0.2575
O  2.4158  2.5220  -1.0333
C  2.3848  1.3266  -1.0624
N  2.3827  0.1468  -1.1269
O  0.0240  0.1685  0.7633
As  -1.0608  1.3137  0.3121
C  -2.5943  1.1525  1.4884
C  -2.2998  1.1075  2.8500
C  -3.3034  0.8676  3.7737
C  -4.6061  0.6529  3.3420
C  -4.8992  0.6752  1.9878
C  -3.8945  0.9204  1.0608
C  -1.7449  1.2837  -1.4854
C  -2.7852  2.1359  -1.8528
C  -3.2508  2.1352  -3.1578
C  -2.6759  1.2871  -4.0958
C  -1.6348  0.4473  -3.7306
C  -1.1635  0.4453  -2.4243
C  -0.2970  3.0587  0.5921
C  -0.4885  4.1458  -0.2457
C  0.1619  5.3409  0.0203
C  1.0048  5.4464  1.1148
C  1.2122  4.3519  1.9412
C  0.5665  3.1553  1.6781
H  -1.2791  1.2402  3.1880
H  -3.0635  0.8319  4.8281
H  -5.3882  0.4552  4.0640
H  -5.9085  0.4853  1.6459
H  -4.1354  0.9100  0.0052
H  -3.2329  2.8073  -1.1282
H  -4.0578  2.7975  -3.4438
H  -3.0396  1.2842  -5.1158
H  -1.1772  -0.2114  -4.4566
H  -0.3515  -0.2180  -2.1417
H  -1.1130  4.0641  -1.1264
H  0.0259  6.1858  -0.6431
H  1.5237  6.3759  1.3098
H  1.9001  4.4191  2.7735
H  0.7759  2.2768  2.2769

Cartesian forces (eV/Å) of the 2 atoms listed first:
Ir 0.35 -0.60 -0.85
F -0.04 -0.01 0.00

=====

The following is a DFT calculation (ωB97M-V/def2-TZVPD) of a molecular structure, C29H24BBaCl2F4IN4S.

For the gap between HOMO and LUMO, the calculation gives 0.2228 Eh. For the relative energy (zero: lowest compared OMol25 entry of this formula, charge and spin), the calculation gives 18.6 kcal/mol. The value obtained for the HOMO energy is -2.182 eV. The charge is -2.

Element x y z (Å)
Ba  -0.6479  -0.9525  0.8206
C  -1.4836  3.2906  3.4223
C  -0.7327  2.0755  2.9527
N  -1.2483  0.8857  2.9288
N  -2.5451  0.6982  3.1572
C  -2.8250  -0.6514  3.1070
N  -3.9909  -0.9279  2.4779
S  -1.8754  -1.8783  3.7398
C  0.6287  2.1868  2.4573
C  1.3369  3.4030  2.5121
C  2.6549  3.4443  2.1092
C  3.2611  2.2871  1.6336
C  2.4771  1.1445  1.5448
N  1.2123  1.0884  1.9330
H  -2.4240  2.9675  3.8642
H  -1.7113  3.9682  2.5933
H  -0.9172  3.8527  4.1701
H  -4.3395  -0.2160  1.8523
H  -4.1964  -1.8854  2.2282
H  0.8497  4.2944  2.8800
H  3.2117  4.3732  2.1683
H  4.2998  2.2678  1.3297
H  2.8742  0.2190  1.1353
I  1.8148  -2.2707  3.1884
C  2.8895  -3.4826  1.8518
C  3.7307  -4.4327  2.3619
C  4.4903  -5.2377  1.4913
C  4.3924  -5.0581  0.1414
C  3.5240  -4.0791  -0.4004
C  3.4344  -3.8882  -1.7972
C  2.5985  -2.9300  -2.2952
C  1.8079  -2.1456  -1.4288
C  1.8178  -2.2690  -0.0484
C  2.7242  -3.2584  0.4551
H  3.8138  -4.5667  3.4328
H  5.1523  -5.9910  1.9029
H  4.9809  -5.6641  -0.5406
H  4.0338  -4.5107  -2.4538
H  2.5335  -2.7764  -3.3686
H  1.1745  -1.3949  -1.9046
F  -2.0856  -2.8593  0.0318
B  -3.2975  -3.3921  -0.5542
F  -3.5305  -2.7423  -1.7552
F  -4.3371  -3.1492  0.3659
F  -3.1218  -4.7597  -0.7414
Cl  3.4464  2.5973  -3.3323
C  2.5965  2.7950  -1.7788
Cl  1.0429  1.9726  -1.7435
H  2.4402  3.8586  -1.6385
H  3.2353  2.3852  -1.0067
C  -2.2182  1.6648  -5.0430
C  -1.5239  0.5691  -4.4931
C  -1.5332  0.3640  -3.1398
C  -2.2213  1.2232  -2.2448
C  -2.1667  0.9820  -0.8291
C  -2.9547  1.8410  -0.0784
C  -3.7152  2.9000  -0.6280
C  -3.7046  3.1488  -1.9720
C  -2.9521  2.3049  -2.8223
C  -2.9190  2.5063  -4.2238
H  -2.2043  1.8328  -6.1146
H  -0.9881  -0.1126  -5.1434
H  -1.0177  -0.4897  -2.7140
H  -3.0075  1.7330  1.0037
H  -4.3046  3.5313  0.0331
H  -4.2694  3.9710  -2.4025
H  -3.4707  3.3446  -4.6408

Cartesian forces (eV/Å) of the 2 atoms listed first:
Ba 0.29 0.21 0.03
C -0.02 -0.06 -0.07

=====

The following is a DFT calculation (ωB97M-V/def2-TZVPD) of a molecular structure, C29H24BO7P2 at a distorted geometry.

For the gap between HOMO and LUMO, the calculation gives 0.1473 Eh. For the relative energy (zero: lowest compared OMol25 entry of this formula, charge and spin), the calculation gives 59.0 kcal/mol. The value obtained for the HOMO energy is -3.454 eV. The charge is -1.

Element x y z (Å)
C  -0.5817  2.1032  0.1864
P  1.1905  2.4272  -0.5197
O  1.0571  2.0212  -2.2102
B  1.5752  4.2977  -0.3811
P  3.4029  4.7254  -0.0013
O  4.0988  5.4833  -1.4414
O  4.3506  3.3315  0.4368
H  -1.3771  2.8452  -0.2751
H  -0.9282  1.0182  -0.1614
H  -0.5678  2.1626  1.3598
H  1.5027  1.1305  -2.3191
H  1.3131  4.8025  -1.4265
H  0.8436  4.7916  0.4267
H  3.6485  6.3616  -1.6142
H  4.8645  3.5831  1.2826
C  -6.4468  -3.8018  -2.7717
C  -5.3311  -3.9421  -1.9467
C  -4.3308  -2.9687  -1.9535
C  -4.4405  -1.8566  -2.7972
C  -5.5441  -1.7289  -3.6398
C  -6.5555  -2.6980  -3.6187
C  -5.6462  -0.5856  -4.5697
O  -6.6169  -0.4708  -5.3077
C  -4.5580  0.4117  -4.6035
C  -4.6140  1.4691  -5.5209
C  -3.5956  2.4243  -5.5505
C  -2.5261  2.3319  -4.6602
C  -2.4649  1.2765  -3.7491
C  -3.4783  0.3091  -3.7276
C  -3.3864  -0.8230  -2.7846
O  -2.4444  -0.9074  -2.0051
H  -7.2308  -4.5558  -2.7598
H  -5.2403  -4.8089  -1.2958
H  -3.4652  -3.0822  -1.3030
H  -7.4266  -2.5980  -4.2639
H  -5.4471  1.5503  -6.2172
H  -3.6384  3.2416  -6.2671
H  -1.7363  3.0798  -4.6781
H  -1.6243  1.2082  -3.0605
C  0.9818  -0.9532  1.2081
C  1.7782  0.1771  1.0261
C  2.8802  0.3956  1.8545
C  3.1800  -0.5131  2.8766
C  2.3693  -1.6303  3.0741
C  1.2742  -1.8571  2.2304
C  2.6470  -2.5691  4.1803
O  1.9375  -3.5526  4.3523
C  3.7860  -2.3010  5.0808
C  4.0260  -3.1511  6.1683
C  5.1090  -2.9123  7.0171
C  5.9586  -1.8327  6.7777
C  5.7186  -0.9810  5.6984
C  4.6241  -1.2103  4.8541
C  4.3579  -0.2832  3.7365
O  5.1015  0.6686  3.5282
H  0.1284  -1.1284  0.5567
H  1.5428  0.8882  0.2374
H  3.5005  1.2775  1.7032
H  0.6448  -2.7343  2.3700
H  3.3693  -3.9981  6.3603
H  5.2904  -3.5706  7.8639
H  6.8065  -1.6506  7.4344
H  6.3833  -0.1372  5.5206

Cartesian forces (eV/Å) of the 2 atoms listed first:
C -1.20 -0.28 -0.78
P -0.97 1.66 -1.51

=====

Number 1: electronic energy -125636.9150 eV. Number 2: electronic energy -92652.8958 eV. Number 3: electronic energy -64050.0120 eV.